1.
Below is a 6-piece molecular cluster, C18H50BN14O8 overall at a distorted geometry, with properties calculated with ωB97M-V/def2-TZVPD.

Geometry as XYZ:
```
91
C18H50BN14O8 (ωB97M-V/def2-TZVPD)
C -3.096 -1.312 -1.170
C -2.663 0.060 -0.673
O -1.359 0.064 -0.069
B -1.113 -0.753 0.992
O -2.173 -1.137 1.824
C 0.337 -1.362 1.245
C 0.126 -2.862 0.847
C 1.283 -3.685 0.296
N 2.519 -3.567 1.082
N 0.796 -5.083 0.394
N 1.455 -3.421 -1.129
C 0.644 -1.312 2.756
C 1.258 -0.027 3.324
C 1.989 -0.438 4.616
C 0.198 1.022 3.727
N 2.285 0.551 2.426
O 2.919 1.545 2.910
C 1.940 0.696 0.994
C 1.057 1.920 0.729
C 3.260 0.944 0.239
C 1.376 -0.609 0.408
H -2.247 -1.963 -1.372
H -3.673 -1.178 -2.082
H -3.766 -1.796 -0.459
H -3.416 0.481 -0.006
H -2.611 0.735 -1.523
H -2.582 -0.350 2.188
H -0.699 -2.926 0.138
H -0.221 -3.369 1.749
H 2.602 -2.685 1.566
H 3.334 -3.649 0.490
H 0.647 -5.258 1.385
H 1.564 -5.704 0.159
H 2.401 -3.594 -1.434
H 1.178 -2.485 -1.382
H -0.261 -1.505 3.332
H 1.326 -2.125 3.017
H 2.814 -1.115 4.403
H 1.272 -0.949 5.260
H 2.361 0.431 5.151
H 0.518 2.029 3.470
H -0.774 0.831 3.273
H 0.051 1.006 4.805
H 1.045 2.095 -0.343
H 0.052 1.840 1.132
H 1.532 2.782 1.201
H 4.030 0.269 0.614
H 3.595 1.966 0.396
H 3.101 0.746 -0.818
H 0.971 -0.330 -0.565
H 2.246 -1.228 0.193
C 5.940 0.504 5.234
O 5.695 -0.564 4.703
N 7.098 0.713 5.942
N 5.092 1.572 5.172
H 7.326 1.580 6.389
H 7.740 -0.054 6.005
H 4.237 1.454 4.652
H 5.282 2.453 5.608
C -4.873 1.606 -3.845
O -4.805 0.778 -2.946
N -4.441 1.332 -5.115
N -5.374 2.857 -3.665
H -4.488 1.994 -5.865
H -4.067 0.418 -5.287
H -5.703 3.087 -2.747
H -5.430 3.554 -4.391
C -5.020 6.532 -4.425
O -5.301 5.475 -4.970
N -3.927 6.662 -3.619
N -5.779 7.653 -4.585
H -3.676 7.517 -3.160
H -3.356 5.849 -3.485
H -6.588 7.580 -5.173
H -5.570 8.531 -4.149
C 3.263 1.073 -4.102
O 2.823 0.435 -3.162
N 4.510 0.851 -4.616
N 2.542 2.061 -4.716
H 4.892 1.363 -5.388
H 5.062 0.133 -4.185
H 1.622 2.243 -4.360
H 2.882 2.597 -5.490
C -3.141 -5.970 -0.074
O -2.618 -7.052 -0.262
N -2.437 -4.835 0.215
N -4.505 -5.805 -0.137
H -2.882 -3.950 0.373
H -1.431 -4.919 0.259
H -5.055 -6.615 -0.348
H -4.964 -4.926 0.011
```

## Properties
charge	0
HOMO-LUMO gap (alpha / beta)	8.222 / 8.643	eV
multiplicity	2
E_LUMO (alpha / beta)	0.160 / 0.158	eV
HOMO (alpha / beta)	-8.1 / -8.5	eV
ΔE to the lowest compared entry with this formula, charge and spin	0.00	kcal per mole
⟨S²⟩	0.75



2.
Below is C18H50I2InN6O2P2 as an isolated structure at a distorted geometry, with properties calculated with ωB97M-V/def2-TZVPD.

Geometry as XYZ:
```
81
C18H50I2InN6O2P2 (ωB97M-V/def2-TZVPD)
I -1.776 4.537 1.958
C -0.452 4.784 0.286
C -1.167 5.258 -0.979
C -0.390 4.631 -2.173
In -1.014 2.478 -2.335
C 0.758 1.131 -1.997
C 0.396 0.062 -0.950
C 1.380 0.021 0.198
I 0.685 -1.402 1.688
H 0.021 3.828 0.098
H 0.311 5.518 0.527
H -1.135 6.345 -1.070
H -2.185 4.880 -0.958
H -0.539 5.216 -3.078
H 0.664 4.677 -1.877
H -1.861 2.206 -3.880
H -2.174 2.140 -1.011
H 1.023 0.670 -2.943
H 1.592 1.770 -1.689
H -0.574 0.313 -0.518
H 0.279 -0.924 -1.398
H 2.394 -0.233 -0.092
H 1.392 0.976 0.713
O -5.498 0.056 2.248
P -5.403 -0.146 3.728
N -4.740 1.338 4.274
C -3.331 1.697 4.223
C -5.635 2.477 4.107
N -4.379 -1.551 3.734
C -2.992 -1.543 4.162
C -4.522 -2.412 2.560
N -5.992 -0.501 5.294
C -5.488 0.006 6.550
C -6.972 -1.574 5.405
H -3.144 2.531 4.904
H -2.996 1.978 3.219
H -2.692 0.894 4.584
H -6.357 2.523 4.935
H -6.196 2.422 3.169
H -5.082 3.414 4.098
H -2.357 -0.918 3.522
H -2.592 -2.559 4.130
H -2.888 -1.222 5.202
H -3.935 -2.056 1.704
H -5.562 -2.475 2.248
H -4.198 -3.425 2.811
H -4.400 0.051 6.579
H -5.804 -0.656 7.359
H -5.872 1.005 6.779
H -6.488 -2.535 5.625
H -7.528 -1.688 4.473
H -7.707 -1.365 6.186
O 2.888 -0.890 -3.929
P 4.117 -1.556 -3.388
N 5.253 -0.307 -3.753
C 5.817 -0.041 -5.059
C 5.072 0.894 -2.941
N 4.107 -2.986 -4.380
C 4.989 -3.198 -5.505
C 2.770 -3.486 -4.701
N 5.276 -2.225 -2.321
C 6.712 -2.066 -2.368
C 4.796 -3.225 -1.370
H 6.714 0.575 -4.946
H 5.118 0.474 -5.733
H 6.158 -0.951 -5.549
H 5.556 0.772 -1.963
H 4.014 1.119 -2.773
H 5.515 1.765 -3.422
H 4.822 -2.472 -6.314
H 4.826 -4.195 -5.919
H 6.041 -3.175 -5.210
H 2.319 -2.958 -5.551
H 2.100 -3.382 -3.851
H 2.827 -4.551 -4.939
H 7.107 -2.105 -3.383
H 7.182 -2.877 -1.809
H 7.042 -1.125 -1.916
H 4.921 -4.241 -1.766
H 3.737 -3.078 -1.156
H 5.323 -3.154 -0.416
```

## Properties
charge	-1
HOMO-LUMO gap	6.505	eV
multiplicity	1
E_LUMO	2.158	eV
HOMO	-4.3	eV



3.
Below is a 5-piece molecular cluster, C18H50N4O6 overall at a distorted geometry, with properties calculated with ωB97M-V/def2-TZVPD.

Geometry as XYZ:
```
78
C18H50N4O6 (ωB97M-V/def2-TZVPD)
C -0.774 -2.150 -0.016
C -0.765 -2.587 1.505
O -0.542 -1.491 2.393
O 0.459 -1.745 -0.489
H -1.600 -1.468 -0.218
H -1.110 -2.998 -0.612
H 0.080 -3.247 1.707
H -1.706 -3.102 1.701
H -1.184 -1.510 3.106
H 0.788 -1.101 0.143
C 3.526 1.298 -0.692
C 3.152 1.055 -2.198
C 3.170 -0.238 -2.912
O 4.453 -0.902 -2.718
C 5.546 -0.445 -3.546
N 1.992 1.850 -2.436
H 4.107 2.220 -0.680
H 4.352 0.599 -0.561
H 2.753 1.127 0.057
H 3.983 1.597 -2.650
H 2.945 0.015 -3.948
H 2.419 -0.982 -2.643
H 5.211 0.033 -4.467
H 6.068 -1.375 -3.769
H 6.065 0.313 -2.960
H 1.218 1.272 -2.729
H 1.691 2.224 -1.547
C -1.821 -2.269 -8.706
C -0.834 -2.393 -7.528
C -1.526 -1.968 -6.274
O -0.677 -2.028 -5.145
C -1.287 -1.675 -3.891
N -0.291 -3.729 -7.421
H -1.668 -2.802 -9.644
H -2.075 -1.250 -8.998
H -2.799 -2.653 -8.417
H -0.014 -1.697 -7.707
H -2.552 -2.318 -6.160
H -1.746 -0.927 -6.510
H -1.705 -0.669 -3.847
H -0.533 -1.502 -3.123
H -2.052 -2.345 -3.497
H 0.395 -3.788 -6.682
H 0.309 -3.810 -8.229
C -3.640 -0.129 2.171
C -3.337 -0.051 3.680
C -4.582 0.250 4.491
O -4.558 0.315 5.952
C -3.880 1.509 6.387
N -2.774 -1.275 4.152
H -3.846 0.808 1.653
H -4.398 -0.862 1.896
H -2.718 -0.458 1.691
H -2.669 0.790 3.869
H -5.394 -0.464 4.352
H -5.028 1.145 4.059
H -4.030 1.638 7.459
H -3.985 2.439 5.828
H -2.840 1.194 6.309
H -3.471 -1.958 3.893
H -2.843 -1.264 5.160
C 0.687 4.521 5.259
C 1.748 3.608 4.547
C 1.227 2.233 4.015
O 2.450 1.447 3.686
C 2.256 0.137 3.174
N 2.499 4.347 3.629
H -0.041 4.845 4.515
H 1.096 5.480 5.577
H 0.191 3.962 6.052
H 2.410 3.417 5.392
H 0.597 2.381 3.137
H 0.593 1.712 4.733
H 3.043 -0.078 2.451
H 1.278 0.075 2.698
H 2.383 -0.730 3.822
H 3.028 3.721 3.039
H 3.127 4.854 4.236
```

## Properties
charge	-1
HOMO-LUMO gap (alpha / beta)	1.677 / 9.271	eV
multiplicity	2
E_LUMO (alpha / beta)	2.519 / 2.485	eV
HOMO (alpha / beta)	0.8 / -6.8	eV
⟨S²⟩	0.75



4.
Below is a 7-piece molecular cluster, C18H51BF4N3O9 overall at a distorted geometry, with properties calculated with ωB97M-V/def2-TZVPD.

Geometry as XYZ:
```
86
C18H51BF4N3O9 (ωB97M-V/def2-TZVPD)
B -3.803 -1.062 -7.373
F -4.639 -1.700 -6.406
F -2.653 -1.860 -7.645
F -4.505 -0.810 -8.495
F -3.516 0.141 -6.796
C -1.015 -1.158 -4.550
C -1.152 0.260 -4.037
O -2.012 1.083 -4.712
O -0.604 -1.179 -5.958
H -1.902 -1.748 -4.322
H -0.250 -1.717 -4.010
H -0.167 0.720 -4.120
H -1.396 -0.001 -3.007
H -1.810 1.011 -5.648
H -1.200 -1.581 -6.594
C -6.898 -4.583 -9.616
C -6.690 -4.135 -8.176
O -6.596 -2.710 -8.289
O -8.009 -4.021 -10.234
H -6.964 -5.670 -9.662
H -5.914 -4.443 -10.064
H -5.808 -4.543 -7.682
H -7.549 -4.367 -7.547
H -5.740 -2.438 -7.950
H -8.254 -4.514 -11.021
C -1.261 0.532 -9.244
C -0.934 0.361 -10.683
O -1.056 1.650 -11.282
O -2.403 1.284 -8.959
H -0.496 0.965 -8.600
H -1.240 -0.491 -8.867
H -1.566 -0.279 -11.298
H 0.085 0.017 -10.859
H -1.690 2.135 -10.749
H -2.850 0.691 -8.350
C -5.135 1.048 -11.010
C -6.493 0.484 -10.486
C -7.671 1.235 -11.030
O -8.906 0.688 -10.442
C -10.141 1.322 -10.851
N -6.632 -0.988 -10.704
H -5.051 1.021 -12.097
H -4.324 0.340 -10.838
H -4.836 1.976 -10.522
H -6.397 0.733 -9.429
H -7.757 1.185 -12.115
H -7.519 2.306 -10.898
H -10.890 1.355 -10.060
H -10.453 0.826 -11.770
H -9.994 2.348 -11.189
H -5.773 -1.231 -10.231
H -6.385 -1.163 -11.668
C -7.095 -3.529 -4.453
C -8.066 -2.412 -4.897
C -9.167 -2.056 -3.907
O -9.682 -0.695 -4.154
C -10.556 -0.285 -3.148
N -7.295 -1.160 -5.050
H -7.712 -4.299 -3.991
H -6.459 -3.268 -3.607
H -6.566 -4.051 -5.250
H -8.546 -2.692 -5.835
H -8.775 -2.092 -2.890
H -10.022 -2.731 -3.856
H -10.105 -0.286 -2.156
H -11.355 -1.023 -3.078
H -11.018 0.703 -3.170
H -6.481 -1.565 -5.489
H -6.871 -1.032 -4.142
C -5.098 2.917 -6.815
C -6.002 1.930 -6.091
C -6.986 2.583 -5.002
O -7.620 1.540 -4.097
C -8.198 2.229 -3.013
N -6.715 1.137 -7.078
H -4.357 2.447 -7.462
H -4.482 3.481 -6.115
H -5.561 3.639 -7.488
H -5.380 1.221 -5.545
H -7.710 3.139 -5.598
H -6.260 3.286 -4.593
H -8.915 3.004 -3.284
H -7.375 2.758 -2.531
H -8.586 1.515 -2.286
H -5.884 0.713 -7.464
H -7.031 1.646 -7.891
```

## Properties
charge	-1
HOMO-LUMO gap	8.315	eV
multiplicity	1
E_LUMO	2.816	eV
HOMO	-5.5	eV



5.
Below is a 10-piece molecular cluster, C18H51BF4NO8 overall at a distorted geometry, with properties calculated with ωB97M-V/def2-TZVPD.

Geometry as XYZ:
```
83
C18H51BF4NO8 (ωB97M-V/def2-TZVPD)
B 77.207 76.605 74.283
F 76.769 77.859 74.007
F 77.471 76.538 75.659
F 76.213 75.707 73.916
F 78.408 76.307 73.517
C 75.366 77.467 71.003
C 75.079 77.034 69.653
N 74.780 76.640 68.592
H 74.505 77.369 71.550
H 76.236 76.995 71.494
H 75.543 78.536 70.772
C 79.622 80.878 72.270
C 79.532 79.357 72.273
O 78.205 79.048 72.063
H 78.872 81.170 73.014
H 79.138 81.177 71.260
H 80.565 81.421 72.577
H 79.893 78.884 73.228
H 80.227 78.980 71.596
H 77.979 78.466 72.995
C 77.887 72.215 71.074
C 77.304 73.239 72.001
O 76.050 73.644 71.839
H 77.394 72.250 70.033
H 77.678 71.256 71.466
H 78.904 72.398 71.165
H 77.896 74.013 72.046
H 77.548 73.021 73.141
H 75.684 74.190 72.598
C 77.018 81.665 77.010
C 76.108 80.885 76.179
O 76.326 79.477 76.523
H 77.326 81.359 78.039
H 76.835 82.760 77.128
H 77.961 81.495 76.602
H 76.221 81.123 75.094
H 75.021 80.965 76.170
H 76.024 78.862 75.844
C 80.822 75.970 71.045
C 82.067 76.550 71.863
O 82.593 77.644 71.127
H 81.278 75.436 70.192
H 80.319 76.791 70.754
H 80.411 75.153 71.765
H 82.689 75.896 71.886
H 81.899 76.854 72.896
H 83.329 78.095 71.518
C 72.728 78.905 73.603
C 73.161 78.286 74.967
O 72.111 77.494 75.384
H 72.073 78.175 73.013
H 73.525 79.503 73.253
H 72.252 79.920 73.516
H 73.375 78.836 75.862
H 74.051 77.699 74.802
H 72.433 77.196 76.151
C 76.311 72.644 76.003
C 75.004 73.438 76.260
O 75.386 74.703 76.662
H 76.786 73.260 75.240
H 76.299 71.452 75.466
H 76.931 72.761 76.953
H 74.443 72.852 76.936
H 74.361 73.239 75.453
H 76.087 74.903 76.205
C 72.998 74.943 71.356
C 72.919 74.925 72.879
O 71.587 75.324 73.297
H 72.716 76.030 70.902
H 72.153 74.322 71.016
H 73.863 74.629 70.926
H 73.599 75.790 73.248
H 73.067 73.931 73.381
H 71.776 75.944 73.961
C 81.119 79.605 75.911
C 79.873 78.745 76.015
O 80.290 77.522 75.466
H 80.877 80.611 76.215
H 81.374 79.428 74.861
H 81.746 79.318 76.552
H 79.175 79.193 75.712
H 79.619 78.683 77.140
H 79.417 77.014 75.286
```

## Properties
charge	-1
HOMO-LUMO gap	9.584	eV
multiplicity	1
E_LUMO	2.668	eV
HOMO	-6.9	eV
ΔE to the lowest compared entry with this formula, charge and spin	39.43	kcal per mole